Record 1
The following is a quantum chemistry calculation of an isolated molecule of C17H14F5O4P at a distorted geometry, from the OMol25 dataset.

Results
E_HOMO, eV: -8.602
Gap between HOMO and LUMO, eV: 7.47
Max |F|, hartree/bohr: 0.178

Positions of all 41 atoms, in Å:
P1 0.455625 1.783537 3.578769
F1 -1.069343 -0.775670 -3.894048
F2 1.842929 3.056136 1.640535
F3 -0.254211 3.581014 0.633294
F4 0.671786 -0.415709 -5.579267
F5 -0.808090 1.384912 -5.045830
O1 -0.564617 1.078021 4.589401
O2 -2.207927 0.028830 2.027559
O3 2.226788 -1.618609 2.581039
O4 0.867287 0.022146 1.357275
C1 -1.981030 -4.238402 -0.269203
C2 -1.796254 -2.618312 2.040511
C3 -1.502534 1.155069 1.398835
C4 -2.321416 -2.839609 -1.089161
C5 0.723974 2.467591 0.813075
C6 -0.096416 0.198899 -4.441392
C7 -2.410188 -1.347564 -0.382756
C8 1.096561 -0.891222 2.492723
C9 3.530376 1.321445 -2.296249
C10 0.116173 1.223714 1.752013
C11 -1.709063 -4.098662 1.341534
C12 2.939020 1.915580 -0.874444
C13 -2.139363 -1.201307 1.226639
C14 1.314267 1.920411 -0.623608
C15 0.353834 1.365391 -1.847582
C16 2.586723 0.717961 -3.513712
C17 0.955716 0.766018 -3.287475
H1 -1.964663 2.143567 1.883213
H2 0.297172 -1.093163 3.355847
H3 3.104661 0.286612 -4.472448
H4 -2.522316 -2.969968 -2.253858
H5 1.831148 1.489375 3.962514
H6 3.656076 2.339971 -0.029627
H7 -1.628959 -2.549010 3.216004
H8 -1.661407 1.263981 0.244861
H9 -1.937511 -5.306308 -0.753181
H10 0.271989 3.211818 3.738651
H11 -0.830368 1.361897 -1.770158
H12 4.693789 1.321188 -2.428383
H13 -2.668165 -0.379837 -1.015262
H14 -1.462054 -5.061733 1.993353

Cartesian forces (eV/Å) of the 6 atoms listed first:
P -3.595 -2.108 3.916
F 3.052 3.346 -2.196
F -2.631 -1.302 -2.358
F 2.671 -3.207 0.609
F -2.819 1.759 3.813
F 1.796 -4.197 1.919

***

Record 2
The following is a quantum chemistry calculation of an isolated molecule of C17H14N2O5 at a distorted geometry, from the OMol25 dataset.

Results
E_HOMO, eV: -7.960
Gap between HOMO and LUMO, eV: 8.74
ΔE to the lowest compared entry with this formula, charge and spin, kcal/mol: 67.7
Max |F|, hartree/bohr: 0.025

Positions of all 38 atoms, in Å:
O1 4.806860 -2.670862 -0.076454
O2 -6.634122 -1.469369 0.227628
O3 5.957606 -0.836946 0.717140
O4 0.139065 1.949752 1.053976
O5 2.521399 2.275469 -0.496297
N1 -0.936791 1.389879 -0.768380
N2 -1.019304 1.363146 1.456016
C1 -4.849786 -0.540977 1.410911
C2 5.996778 -2.238453 0.545441
C3 2.818578 -1.402775 -0.845731
C4 -5.422535 -0.862231 0.174600
C5 -4.736726 -0.549201 -0.996760
C6 4.241780 0.836560 0.133927
C7 -7.268717 -1.827435 -0.977235
C8 4.057076 -1.538667 -0.276791
C9 -1.647532 1.040009 0.353146
C10 1.260789 2.530216 -1.056115
C11 -3.504733 0.072075 -0.928958
C12 -3.623575 0.075631 1.475132
C13 2.279104 -0.117510 -0.929006
C14 2.973535 0.982155 -0.448865
C15 4.757220 -0.429596 0.205824
C16 -2.935946 0.389686 0.300272
C17 0.131784 1.935422 -0.280682
H1 -8.208800 -2.293675 -0.686932
H2 -5.153027 -0.784171 -1.963596
H3 -5.398032 -0.791319 2.305204
H4 -7.476964 -0.950254 -1.597845
H5 6.860858 -2.507326 -0.083604
H6 -3.176353 0.325455 2.423905
H7 1.162376 3.621595 -1.042043
H8 1.304531 -0.008327 -1.375877
H9 -2.968481 0.318932 -1.832018
H10 1.187480 2.179950 -2.093826
H11 6.098817 -2.726610 1.528069
H12 2.275697 -2.255347 -1.216374
H13 4.768898 1.698074 0.503517
H14 -6.670735 -2.544694 -1.548140

Cartesian forces (eV/Å) of the 6 atoms listed first:
O -0.390 0.031 -0.176
O 0.159 0.088 0.263
O -0.223 0.495 -0.034
O 0.730 0.400 -0.589
O 0.114 0.076 0.117
N 0.397 0.183 -0.318

***

Record 3
The following is a quantum chemistry calculation of a structure of composition C17H15AsN3ORhS9, from the OMol25 dataset.

Results
E_HOMO (alpha / beta), eV: -0.118 / -2.782
Gap between HOMO and LUMO (alpha / beta), eV: 3.54 / 4.79
ΔE to the lowest compared entry with this formula, charge and spin, kcal/mol: 0.0
Max |F|, hartree/bohr: 0.014
Charge: -2
Spin multiplicity: 5

Positions of all 47 atoms, in Å:
Rh1 -2.577347 0.556543 0.122721
As1 -5.044697 1.902049 -1.436367
S1 -2.858351 0.930552 2.628678
S2 -6.860471 2.746600 -0.826378
S3 -2.099229 -3.248244 3.227170
S4 -2.479241 -3.671101 6.135060
S5 -3.232003 2.735703 -0.511192
S6 -2.756687 -0.997766 4.878280
S7 -4.689667 -0.070135 -0.383917
S8 -4.807225 1.505344 -3.492298
S9 -2.038414 -1.708518 0.706144
O1 -1.464891 -0.607764 -2.273633
N1 1.621019 1.410036 0.411166
N2 7.823174 0.884271 3.195609
N3 -0.553447 1.193089 0.084714
C1 3.930821 2.217103 0.654573
C2 1.308941 2.041746 -0.778513
C3 -2.400183 -1.421093 -2.985755
C4 -0.231915 -1.305331 -2.261508
C5 -0.035058 1.901844 -0.962089
C6 -2.603512 -0.630350 3.170819
C7 -2.275231 -1.734869 2.367331
C8 -0.114828 -1.877120 -3.669141
C9 6.761135 0.972654 2.727644
C10 4.430596 0.170362 2.495051
C11 3.190379 0.277212 1.936936
C12 -1.575479 -2.219852 -4.013929
C13 5.173575 2.114051 1.210190
C14 -2.393264 -2.679730 4.827389
C15 5.481803 1.083019 2.158204
C16 0.463897 0.918871 0.895515
C17 2.904020 1.305164 0.998676
H1 -1.760070 -3.290100 -3.910693
H2 0.546054 -2.743973 -3.711849
H3 4.631267 -0.627751 3.198941
H4 0.276323 -1.115101 -4.344351
H5 -3.139761 -0.750978 -3.417352
H6 -0.658526 2.251741 -1.766258
H7 2.432125 -0.450451 2.198106
H8 3.729826 3.026702 -0.036282
H9 5.939803 2.831248 0.943010
H10 -1.828332 -1.937536 -5.035585
H11 0.550237 -0.591966 -2.002388
H12 -0.244360 -2.105442 -1.509257
H13 -2.910504 -2.087070 -2.279739
H14 0.378900 0.394483 1.830203
H15 2.058799 2.501853 -1.393658

Cartesian forces (eV/Å) of the 6 atoms listed first:
Rh -0.275 -0.040 -0.078
As -0.423 0.389 -0.409
S -0.046 0.035 -0.039
S 0.142 -0.059 0.095
S 0.142 -0.052 -0.055
S 0.182 -0.023 0.100

***

Record 4
The following is a quantum chemistry calculation of a cluster of 2 separate species, C17H15BCl5NO2 in total at a distorted geometry, from the OMol25 dataset.

Results
E_HOMO, eV: -8.773
Gap between HOMO and LUMO, eV: 6.69
Max |F|, hartree/bohr: 0.057

Positions of all 41 atoms, in Å:
Cl1 0.281329 -0.769557 2.671894
Cl2 2.985030 0.450456 3.398689
Cl3 -1.441291 -6.504563 0.738308
Cl4 2.856633 -2.335695 2.104528
Cl5 3.821590 4.212245 -4.172094
O1 2.205061 -0.027112 0.815458
O2 -2.739106 1.887376 -0.769117
N1 -2.436150 0.072939 0.596815
C1 2.284826 1.903354 -0.588016
C2 3.274944 1.353833 -1.435173
C3 1.619105 1.054328 0.410779
C4 -2.505426 -2.667199 0.642055
C5 3.765384 2.065776 -2.527089
C6 2.498259 4.015785 -1.817669
C7 -1.387320 -2.026448 0.064130
C8 -1.439570 -4.821153 0.446487
C9 3.339232 3.386032 -2.748387
C10 2.001700 3.290431 -0.727105
C11 -1.352135 -0.536865 -0.041890
C12 -0.322544 -2.830959 -0.382642
C13 -2.506990 -4.036139 0.897335
C14 -4.132972 1.684796 1.192166
C15 -0.307580 0.209330 -0.542490
C16 -3.053477 1.257250 0.231927
C17 -0.366417 -4.224730 -0.229988
B1 2.106979 -0.641554 2.179539
H1 -2.849608 -0.364556 1.411217
H2 -4.267510 0.980552 2.022328
H3 0.522076 -0.310973 -1.009938
H4 1.440492 3.797191 0.056454
H5 -5.080129 1.794875 0.652097
H6 -3.409837 -2.106256 0.890799
H7 -3.323419 -4.492110 1.436191
H8 0.538962 -2.346573 -0.853562
H9 3.688207 0.371655 -1.200793
H10 -3.851981 2.666634 1.591373
H11 2.247067 5.062369 -1.963620
H12 4.476672 1.619769 -3.211151
H13 0.827868 1.469140 1.055184
H14 -0.454726 1.277887 -0.682519
H15 0.446770 -4.841557 -0.602512

Cartesian forces (eV/Å) of the 6 atoms listed first:
Cl 0.454 0.147 -0.018
Cl -0.125 -0.101 -0.465
Cl 0.006 -0.497 0.041
Cl -0.192 0.581 -0.211
Cl 0.107 0.096 0.002
O -0.230 1.616 -1.348

***

Record 5
The following is a quantum chemistry calculation of a structure of composition C17H15BrCl4CuGeN4O3 at a distorted geometry, from the OMol25 dataset.

Results
E_HOMO, eV: -11.855
Gap between HOMO and LUMO, eV: 8.54
ΔE to the lowest compared entry with this formula, charge and spin, kcal/mol: 9.6
Max |F|, hartree/bohr: 0.063
Charge: +1

Positions of all 46 atoms, in Å:
Br1 2.257756 5.581624 -0.409429
Ge1 -0.688622 -1.162940 -2.466222
Cu1 0.428086 -0.441522 1.549359
Cl1 0.072524 -0.917102 -4.441034
Cl2 -0.012514 -2.949462 -1.460971
Cl3 -0.974853 5.968882 -2.354813
Cl4 -2.831349 -1.311393 -2.479363
O1 -0.051384 0.226598 -1.532007
O2 2.019889 -2.417109 1.711538
O3 -2.348537 0.542365 0.393924
N1 -0.210474 -2.366649 1.707625
N2 0.912803 -4.418426 1.744703
N3 1.087140 1.348219 1.168414
N4 -2.455657 -2.243853 1.306492
C1 -0.084011 3.534882 -3.146229
C2 -0.274934 -5.065181 1.803032
C3 2.214064 -5.116272 1.781119
C4 0.558936 2.488630 1.663675
C5 1.997962 1.517303 0.180356
C6 -0.823019 4.255965 -2.244775
C7 -1.534806 3.611233 -1.228486
C8 -1.414196 -4.420646 1.646606
C9 0.906077 3.770972 1.278000
C10 -1.391157 -2.985504 1.568571
C11 -0.499278 1.518718 -1.906135
C12 1.835746 3.925218 0.235132
C13 -1.376288 2.211873 -1.054329
C14 0.980478 -3.036803 1.641839
C15 2.417779 2.765028 -0.211780
C16 0.083531 2.155835 -2.977691
C17 -2.077405 1.686017 0.127352
H1 0.350034 4.602922 1.611182
H2 3.212082 2.808752 -0.954524
H3 2.134639 -6.062239 1.233420
H4 -0.336378 -6.150172 1.747975
H5 -2.503522 2.511240 0.730890
H6 2.997508 -4.574971 1.268005
H7 0.648560 1.637341 -3.729376
H8 0.378834 4.047819 -3.957310
H9 -2.132087 4.201045 -0.626441
H10 -3.425806 -2.660211 1.226578
H11 2.393024 -5.402795 2.824867
H12 -2.434820 -1.234225 1.155865
H13 -0.198332 2.267556 2.410139
H14 2.535317 0.665177 -0.117299
H15 -2.343341 -4.913743 1.581558

Cartesian forces (eV/Å) of the 6 atoms listed first:
Br 0.301 0.740 -0.355
Ge -0.187 -0.330 0.334
Cu -0.134 -0.559 -0.050
Cl -0.184 -0.332 0.282
Cl -0.011 0.690 -0.597
Cl 0.056 0.155 -0.192

***

Record 6
The following is a quantum chemistry calculation of an isolated molecule of C17H15BrFNO3S at a distorted geometry, from the OMol25 dataset.

Results
E_HOMO, eV: -8.810
Gap between HOMO and LUMO, eV: 8.79
Max |F|, hartree/bohr: 0.066

Positions of all 39 atoms, in Å:
Br1 0.359268 4.459580 1.308291
S1 -0.377027 -0.308731 -3.263757
F1 3.140739 4.525105 0.168965
O1 -0.207692 -1.596413 -3.908726
O2 0.573595 0.772596 -3.692070
O3 2.410108 -1.916766 1.326569
N1 -2.095692 -0.561620 0.249173
C1 -1.541923 -1.450663 2.530431
C2 0.807741 -2.058937 3.134284
C3 1.314938 3.092696 0.320146
C4 3.336466 2.294351 -0.745996
C5 0.244860 -1.069475 0.787441
C6 1.431600 0.771991 -0.485370
C7 -2.101709 0.160616 -3.493945
C8 -0.456944 -0.413888 -1.462029
C9 -2.809186 -0.227169 -2.155475
C10 1.249447 -1.664679 1.703132
C11 2.729509 1.015517 -0.938915
C12 -1.107946 -1.019488 1.168219
C13 -1.759462 -0.388004 -1.088983
C14 2.597302 3.331041 -0.130088
C15 0.717766 -0.560854 -0.566600
C16 -0.418545 -1.276696 3.546306
C17 0.751852 1.835674 0.118690
H1 -0.164504 -0.226689 3.615041
H2 -3.588123 0.498985 -1.871330
H3 0.549352 -3.107040 3.152597
H4 -2.506592 -0.384950 -4.339670
H5 -2.401820 -0.825659 2.834561
H6 -2.152573 1.230747 -3.739412
H7 -1.782095 -2.491885 2.487216
H8 -3.089270 -0.741238 0.492565
H9 1.637002 -1.957756 3.857261
H10 4.336855 2.443237 -1.145354
H11 -0.679663 -1.582998 4.536759
H12 -3.322960 -1.192979 -2.288287
H13 -0.258986 1.662980 0.449917
H14 3.275570 0.241164 -1.504290
H15 1.358746 -1.311703 -0.967270

Cartesian forces (eV/Å) of the 6 atoms listed first:
Br 0.444 -0.736 -0.605
S 2.215 1.834 -1.031
F 0.261 -0.311 -0.494
O -0.025 0.271 0.711
O -2.271 -2.202 1.190
O -2.237 0.729 0.468